{
  "formula": "C38H72N5O7",
  "method": "ωB97M-V with the def2-TZVPD basis set",
  "species": ["C", "C", "O", "C", "C", "O", "C", "C", "C", "N", "C", "C", "N", "C", "C", "C", "C", "O", "N", "C", "C", "C", "C", "C", "O", "C", "C", "O", "H", "H", "H", "H", "H", "H", "H", "H", "H", "H", "H", "H", "H", "H", "H", "H", "H", "H", "H", "H", "H", "H", "H", "H", "H", "H", "H", "H", "H", "H", "H", "H", "H", "H", "H", "H", "C", "C", "C", "C", "C", "C", "N", "O", "C", "C", "C", "H", "H", "H", "H", "H", "H", "H", "H", "H", "H", "H", "H", "H", "H", "H", "H", "H", "H", "C", "C", "C", "C", "C", "C", "N", "O", "C", "C", "C", "H", "H", "H", "H", "H", "H", "H", "H", "H", "H", "H", "H", "H", "H", "H", "H", "H", "H"],
  "positions_angstrom": [[6.5087, -3.7543, 3.7025], [6.6401, -3.2347, 5.1354], [7.1858, -1.9255, 5.1044], [6.7457, -1.1056, 6.1535], [5.3083, -0.5972, 5.9419], [5.0520, -0.5267, 4.5498], [3.8414, 0.1286, 4.2381], [4.0467, 0.8136, 2.9205], [5.0268, 1.7358, 2.6578], [4.9190, 2.0705, 1.3180], [5.7943, 3.0327, 0.6544], [5.4766, 4.4757, 1.0711], [6.4224, 4.9481, 2.0891], [3.9150, 1.3730, 0.7844], [3.4708, 1.3734, -0.6296], [3.9062, 0.0560, -1.3197], [5.2600, -0.4583, -1.0495], [4.8572, 0.1531, -2.3162], [3.3513, 0.6164, 1.7439], [2.2131, -0.2939, 1.5905], [1.0224, 0.0794, 2.4785], [-0.0819, 0.8583, 1.7322], [-1.4497, 0.1655, 1.7754], [-2.2428, 0.5696, 2.9941], [-3.3631, -0.3111, 3.1869], [-4.4519, -0.0106, 2.4829], [-5.6490, -0.7996, 2.8797], [-4.4656, 0.7981, 1.6059], [6.9945, -4.7143, 3.5743], [7.0223, -3.0538, 3.0498], [5.4718, -3.8001, 3.3889], [5.6617, -3.2425, 5.6129], [7.3078, -3.8940, 5.6884], [7.4089, -0.2472, 6.1563], [6.7909, -1.6219, 7.1122], [5.2086, 0.3875, 6.4043], [4.5720, -1.2430, 6.4263], [3.0514, -0.6178, 4.1576], [3.5612, 0.8524, 5.0014], [5.7975, 2.1315, 3.2874], [6.8175, 2.7879, 0.9164], [5.6897, 2.9518, -0.4199], [5.4823, 5.1373, 0.2143], [4.4588, 4.4716, 1.4716], [6.3180, 5.9498, 2.1970], [6.1423, 4.5727, 2.9877], [2.3894, 1.4283, -0.6757], [3.9507, 2.1612, -1.1936], [3.1260, -0.6861, -1.4625], [5.9913, 0.2381, -0.6722], [5.4284, -1.5198, -1.1139], [2.5767, -1.2768, 1.8775], [1.9112, -0.3327, 0.5540], [0.5933, -0.8594, 2.8217], [1.3335, 0.6273, 3.3598], [-0.1957, 1.8200, 2.2364], [0.1984, 1.0976, 0.7097], [-1.3022, -0.9109, 1.7763], [-1.9991, 0.4896, 0.9004], [-2.5853, 1.5980, 2.9306], [-1.6628, 0.4740, 3.9097], [-6.4916, -0.4375, 2.3066], [-5.8641, -0.6949, 3.9380], [-5.5106, -1.8553, 2.6630], [-4.4100, -3.0464, -1.6711], [-2.9386, -2.8753, -1.2409], [-1.9663, -3.3693, -2.3140], [-1.8668, -4.8908, -2.4121], [-1.5310, -5.4825, -1.0406], [-2.5239, -5.0598, 0.0418], [-2.6682, -3.5672, 0.0577], [-1.6514, -3.0278, 0.6476], [-3.8624, -5.7873, -0.2027], [-2.0580, -5.5266, 1.4165], [-2.7599, -1.3728, -1.0823], [-4.8279, -4.0318, -1.5078], [-5.0450, -2.3600, -1.1091], [-4.5244, -2.8229, -2.7323], [-0.9668, -2.9829, -2.0851], [-2.2470, -2.9369, -3.2758], [-2.7971, -5.3067, -2.8064], [-1.0863, -5.1613, -3.1251], [-1.5087, -6.5724, -1.0934], [-0.5224, -5.1635, -0.7581], [-4.6584, -5.3696, 0.4148], [-3.7536, -6.8366, 0.0679], [-4.1820, -5.7868, -1.2415], [-1.0617, -5.1617, 1.6604], [-2.0294, -6.6145, 1.4394], [-2.7461, -5.1875, 2.1924], [-3.3893, -0.9798, -0.2830], [-3.0539, -0.8741, -2.0056], [-1.7284, -1.0910, -0.8719], [-3.5658, 1.4235, -3.8118], [-2.9248, 2.8159, -3.6558], [-3.7436, 3.7258, -2.7366], [-5.0153, 4.2768, -3.3789], [-4.6736, 4.9762, -4.6967], [-3.9102, 4.0703, -5.6620], [-2.7158, 3.4733, -4.9796], [-1.7670, 4.3461, -4.8946], [-4.8795, 3.0027, -6.2116], [-3.4400, 4.8548, -6.8818], [-1.5863, 2.5455, -2.9734], [-4.3500, 1.3443, -4.5549], [-2.8114, 0.6941, -4.1137], [-3.9939, 1.0984, -2.8622], [-3.1209, 4.5774, -2.4437], [-3.9780, 3.1876, -1.8159], [-5.7416, 3.4742, -3.5314], [-5.4875, 4.9896, -2.7011], [-5.5835, 5.3284, -5.1860], [-4.0741, 5.8650, -4.4768], [-4.3414, 2.2164, -6.7425], [-5.5613, 3.4700, -6.9208], [-5.5143, 2.5498, -5.4537], [-2.8269, 5.7117, -6.6093], [-4.3048, 5.2237, -7.4306], [-2.8589, 4.2171, -7.5495], [-0.9298, 1.9511, -3.6108], [-1.7765, 1.9762, -2.0613], [-1.0627, 3.4608, -2.7014]],
  "lowdin_charge": [-0.057, -0.257, -0.147, -0.185, -0.180, -0.119, -0.137, -0.110, 0.072, 0.006, -0.096, -0.237, 0.007, -0.181, -0.005, -0.310, -0.032, -0.017, 0.073, -0.082, -0.145, -0.168, -0.177, -0.158, 0.015, -0.572, 0.030, 0.107, 0.070, 0.075, 0.064, 0.112, 0.119, 0.125, 0.129, 0.124, 0.124, 0.125, 0.137, 0.146, 0.136, 0.118, 0.117, 0.115, 0.076, 0.059, 0.121, 0.128, 0.147, 0.113, 0.119, 0.139, 0.114, 0.122, 0.106, 0.113, 0.099, 0.100, 0.096, 0.132, 0.131, 0.089, 0.091, 0.091, -0.011, -0.476, -0.135, -0.164, -0.133, -0.489, -0.068, -0.043, -0.038, -0.043, -0.044, 0.051, 0.088, 0.094, 0.120, 0.123, 0.109, 0.114, 0.127, 0.123, 0.095, 0.088, 0.063, 0.076, 0.088, 0.093, 0.080, 0.074, 0.073, -0.026, -0.485, -0.136, -0.165, -0.133, -0.492, -0.083, -0.022, -0.041, -0.042, -0.052, 0.052, 0.084, 0.082, 0.124, 0.121, 0.107, 0.114, 0.126, 0.126, 0.095, 0.087, 0.061, 0.080, 0.087, 0.094, 0.088, 0.078, 0.077],
  "homo_energy_ha": [-0.3597, -0.3958],
  "s2": 2.01,
  "multiplicity": 3,
  "charge": 1,
  "orbital_gap_ev": [7.707, 8.677]
}

***

{
  "formula": "C38H73N4O12",
  "method": "ωB97M-V with the def2-TZVPD basis set",
  "species": ["N", "C", "N", "N", "C", "C", "C", "C", "C", "O", "O", "C", "C", "N", "H", "H", "H", "H", "H", "H", "H", "H", "H", "H", "H", "H", "H", "C", "C", "O", "C", "H", "H", "H", "H", "H", "H", "C", "C", "O", "C", "H", "H", "H", "H", "H", "H", "C", "C", "O", "C", "H", "H", "H", "H", "H", "H", "C", "C", "O", "C", "H", "H", "H", "H", "H", "H", "C", "C", "O", "C", "H", "H", "H", "H", "H", "H", "C", "C", "O", "C", "H", "H", "H", "H", "H", "H", "C", "C", "O", "C", "H", "H", "H", "H", "H", "H", "C", "C", "O", "C", "H", "H", "H", "H", "H", "H", "C", "C", "O", "C", "H", "H", "H", "H", "H", "H", "C", "C", "O", "C", "H", "H", "H", "H", "H", "H"],
  "positions_angstrom": [[-2.2413, 3.6422, -2.1646], [-1.4512, 2.6073, -2.7987], [-2.2084, 1.3646, -2.8191], [-1.2377, 2.9316, -4.1951], [-0.0667, 2.3429, -2.0242], [0.0515, 0.9066, -1.6617], [-0.3729, 0.4070, -0.4367], [-0.2769, -0.9500, -0.1857], [-0.7741, -1.5556, 1.1099], [-1.0622, -2.7166, 1.1463], [-0.8688, -0.7447, 2.1931], [0.2702, -1.8004, -1.1488], [0.7110, -1.2672, -2.3186], [0.5852, 0.0545, -2.5474], [-2.5890, 3.3108, -1.2732], [-1.7017, 4.4807, -1.9715], [-2.8196, 1.3447, -3.6262], [-2.7206, 1.2127, -1.9619], [-0.7294, 3.8035, -4.2934], [-0.6790, 2.1947, -4.6098], [0.7819, 2.6443, -2.6357], [-0.0179, 2.9238, -1.1071], [-0.7737, 1.1055, 0.2817], [-1.4170, 0.0207, 1.9731], [0.3559, -2.8585, -0.9549], [1.1708, -1.8554, -3.0979], [0.8914, 0.4489, -3.4267], [2.8551, -4.5412, 4.3334], [2.7130, -4.2990, 2.8517], [3.5332, -4.6949, 2.0579], [1.4893, -3.5355, 2.3992], [3.7694, -5.0975, 4.5247], [2.8974, -3.5902, 4.8670], [2.0050, -5.1165, 4.7033], [1.4811, -2.5421, 2.8542], [0.5828, -4.0671, 2.6875], [1.5143, -3.4386, 1.3163], [6.1748, -7.5956, 3.1436], [6.5955, -7.9238, 4.5554], [6.2750, -8.9580, 5.0906], [7.4395, -6.8898, 5.2616], [5.5779, -8.4127, 2.7441], [5.5754, -6.6825, 3.1341], [7.0601, -7.4568, 2.5209], [6.8960, -5.9457, 5.3305], [8.3650, -6.7232, 4.7076], [7.6776, -7.2390, 6.2636], [4.3384, 5.5244, -1.3549], [3.4133, 4.3557, -1.4949], [2.2891, 4.4691, -1.9404], [3.9438, 3.0104, -1.0495], [3.8441, 6.4242, -1.6996], [4.6177, 5.6524, -0.3124], [5.2375, 5.3550, -1.9538], [4.2095, 3.0476, 0.0079], [4.8304, 2.7476, -1.6276], [3.1818, 2.2449, -1.1979], [-6.5531, -1.7637, -3.0630], [-5.2877, -1.3199, -3.7427], [-5.2355, -0.2654, -4.3364], [-4.0856, -2.2324, -3.6616], [-7.3230, -1.0116, -3.2047], [-6.9023, -2.7049, -3.4895], [-6.3840, -1.9012, -1.9933], [-4.3139, -3.1995, -4.1105], [-3.7992, -2.3819, -2.6185], [-3.2572, -1.7760, -4.2013], [2.3918, 7.5933, 2.7387], [2.3235, 7.7427, 1.2416], [3.1409, 7.2229, 0.5129], [1.1902, 8.5679, 0.6852], [3.2483, 6.9796, 3.0090], [2.4929, 8.5731, 3.2077], [1.4837, 7.1143, 3.1082], [1.2448, 9.5863, 1.0720], [0.2329, 8.1320, 0.9754], [1.2563, 8.5951, -0.4000], [-10.5160, -1.4376, -5.5194], [-10.5048, -0.9162, -4.1036], [-9.7916, -1.4025, -3.2543], [-11.4216, 0.2409, -3.7986], [-9.8163, -2.2656, -5.6085], [-11.5158, -1.7856, -5.7822], [-10.2247, -0.6454, -6.2111], [-12.4573, -0.0410, -3.9937], [-11.1641, 1.0976, -4.4242], [-11.3192, 0.5198, -2.7526], [-6.5117, 4.6174, -4.5407], [-7.5212, 3.5216, -4.7939], [-8.6161, 3.7633, -5.2450], [-7.0938, 2.1148, -4.4577], [-6.9394, 5.5765, -4.8228], [-6.2434, 4.6422, -3.4832], [-5.6102, 4.4399, -5.1295], [-6.8528, 2.0376, -3.3965], [-6.2213, 1.8311, -5.0414], [-7.9070, 1.4289, -4.6862], [3.7366, 2.2860, 4.1488], [4.5541, 3.5581, 4.1626], [4.0403, 4.6367, 4.3378], [6.0409, 3.4127, 3.9492], [2.6890, 2.5278, 4.3143], [3.8431, 1.7833, 3.1854], [4.0770, 1.6135, 4.9373], [6.2389, 2.9546, 2.9785], [6.4724, 2.7844, 4.7297], [6.5092, 4.3931, 3.9825], [7.7945, -5.0946, 0.0621], [8.9351, -5.9695, 0.5274], [9.2541, -6.0237, 1.6914], [9.6534, -6.7724, -0.5291], [7.3641, -4.5752, 0.9153], [8.1576, -4.3611, -0.6597], [7.0228, -5.7052, -0.4094], [10.0896, -6.1059, -1.2748], [8.9552, -7.4489, -1.0246], [10.4455, -7.3551, -0.0655], [-3.0916, -1.8342, 4.0830], [-3.8050, -0.7245, 4.8159], [-4.4502, 0.1031, 4.2135], [-3.6702, -0.6919, 6.3171], [-3.2790, -1.7321, 3.0174], [-2.0201, -1.7672, 4.2679], [-3.4540, -2.8087, 4.4131], [-2.6203, -0.5920, 6.5974], [-4.0643, -1.6130, 6.7486], [-4.2271, 0.1534, 6.7133]],
  "lowdin_charge": [0.096, -0.648, 0.094, 0.097, -0.041, -0.206, 0.075, -0.053, -0.456, 0.158, 0.106, 0.045, 0.011, 0.172, 0.078, 0.089, 0.088, 0.085, 0.094, 0.077, 0.102, 0.119, 0.137, 0.122, 0.138, 0.150, 0.183, -0.012, -0.495, 0.070, -0.028, 0.073, 0.088, 0.092, 0.089, 0.092, 0.066, -0.015, -0.504, 0.070, -0.019, 0.083, 0.068, 0.069, 0.078, 0.083, 0.081, -0.032, -0.484, 0.044, -0.013, 0.078, 0.078, 0.096, 0.081, 0.090, 0.059, -0.012, -0.491, 0.049, -0.026, 0.060, 0.095, 0.093, 0.088, 0.077, 0.071, -0.013, -0.479, 0.049, -0.018, 0.070, 0.091, 0.089, 0.089, 0.084, 0.081, -0.020, -0.502, 0.049, -0.018, 0.079, 0.087, 0.087, 0.087, 0.087, 0.082, -0.025, -0.503, 0.068, -0.034, 0.080, 0.081, 0.083, 0.087, 0.069, 0.074, -0.027, -0.505, 0.068, -0.020, 0.078, 0.075, 0.086, 0.081, 0.088, 0.084, -0.026, -0.510, 0.060, -0.022, 0.079, 0.082, 0.085, 0.085, 0.086, 0.083, -0.030, -0.503, 0.064, -0.019, 0.069, 0.076, 0.093, 0.086, 0.089, 0.084],
  "homo_energy_ha": -0.3866,
  "multiplicity": 1,
  "charge": 1,
  "orbital_gap_ev": 5.763
}

***

| no. | M (g/mol) |
| --- | --- |
| 1 | 711.02 |
| 2 | 778.02 |